1.
The following is a quantum chemistry calculation of a structure of composition C20H39AuCl3N3O3Si at a distorted geometry, from OMol25.

Its expectation value of S² is 2.0109. As for the HOMO energy (alpha / beta): -8.22 / -8.62 eV. The spin multiplicity is 3. For the LUMO energy (alpha / beta), the calculation gives 0.50 / -3.09 eV. As for the energy relative to the best compared isomer or geometry (same formula, charge and spin): 1.6663 eV.

Last column: natural (NBO) charge in e.
Geometry (Å):
Au (-0.5845, 2.2958, 2.2820)  1.098
Cl (1.3867, 3.2587, 1.4711)  -0.594
Cl (-2.6813, 1.4628, 2.9442)  -0.599
Cl (-0.1569, 0.3720, 1.3760)  -0.351
Si (-0.5174, 0.9829, -2.6823)  1.915
O (0.0723, 3.1896, 5.3723)  -0.668
O (-0.4239, -0.4501, -1.9108)  -0.932
O (2.4108, -0.6579, 2.0664)  -0.682
N (2.8762, -1.4374, -0.0486)  -0.421
N (0.3661, 0.8228, 3.9119)  -0.825
N (-0.3905, 4.9544, 3.9728)  -0.420
C (-1.1501, 5.4176, 2.8228)  -0.413
C (-1.3750, 0.9866, -4.3316)  -1.159
C (1.1315, 1.8122, -2.4534)  -1.143
C (-0.9608, -2.1762, -0.2610)  0.041
C (-0.5968, -3.0691, 2.4006)  -0.218
C (2.6733, -1.5773, 1.2777)  0.555
C (3.0858, -2.5758, -0.9374)  -0.402
C (-1.2705, -2.3220, -4.1826)  -0.643
C (3.0000, -0.1437, -0.6736)  -0.427
C (0.9328, 5.4999, 4.1898)  -0.428
C (-1.7761, -1.6862, 0.7770)  -0.184
C (-1.6072, -2.1476, 2.1044)  -0.218
C (-1.1897, -1.6900, -1.6841)  0.071
C (-1.4070, 2.2437, -1.5663)  -1.140
C (0.2224, -3.5321, 1.3677)  -0.223
C (-1.0123, -5.2048, -3.4746)  -0.662
C (-1.0236, -2.7554, -2.7693)  -0.024
C (-0.6452, 3.7286, 4.5185)  0.457
C (0.0169, -3.0962, 0.0617)  -0.255
C (-0.9628, -4.0792, -2.5070)  -0.168
H (-1.6413, 3.3627, 4.1964)  0.163
H (-2.2834, -1.7719, 2.8703)  0.225
H (3.9689, -0.0800, -1.1811)  0.187
H (2.2319, -0.0974, -1.4429)  0.216
H (2.7768, -2.6370, 1.5802)  0.115
H (1.1690, 5.3883, 5.2571)  0.228
H (-0.6650, -6.1161, -2.9761)  0.218
H (-2.1334, 1.8246, -0.8744)  0.234
H (2.2689, -2.6687, -1.6708)  0.205
H (-0.4105, 0.1925, 4.0303)  0.407
H (-1.7530, 2.0094, -4.4974)  0.246
H (-1.0361, 4.7031, 1.9848)  0.188
H (-0.4630, -3.4453, 3.4181)  0.215
H (0.5512, 1.3742, 4.7474)  0.433
H (-2.2157, 5.4675, 3.0806)  0.214
H (2.8578, 0.6550, 0.0625)  0.254
H (1.2428, 2.0882, -1.3884)  0.262
H (-0.9906, -4.4498, -1.4838)  0.209
H (-2.0420, -5.3982, -3.8010)  0.224
H (-0.5390, -1.6002, -4.5673)  0.219
H (1.1057, 2.7468, -3.0369)  0.236
H (2.0222, 1.2494, -2.7401)  0.222
H (3.1500, -3.4964, -0.3420)  0.207
H (-2.2372, -1.3620, -1.7257)  0.183
H (-2.2830, -1.9030, -4.2859)  0.216
H (0.5925, -3.5643, -0.7480)  0.223
H (-1.8880, 2.9311, -2.2864)  0.218
H (-2.5656, -0.9720, 0.5366)  0.227
H (-0.7832, 6.4056, 2.5227)  0.224
H (-0.3680, -5.0893, -4.3564)  0.216
H (-2.2726, 0.3554, -4.3352)  0.245
H (0.9966, -4.2821, 1.5618)  0.209
H (0.9322, 6.5534, 3.8949)  0.200
H (1.1565, 0.3505, 3.4403)  0.454
H (4.0100, -2.4372, -1.5146)  0.198
H (-0.6865, 2.8001, -0.9559)  0.234
H (-1.2080, -3.2036, -4.8365)  0.219
H (-0.6963, 0.7410, -5.1658)  0.242
H (1.6849, 4.9486, 3.5948)  0.225

Atomic forces in eV per Å
0.0 1.9 1.2
-0.1 0.2 0.1
-0.3 0.2 0.1
0.8 -2.7 -2.7
-0.4 1.2 1.9
-0.6 0.2 -0.9
0.2 -2.4 0.0
0.8 -1.2 -0.7
0.4 -0.4 0.3
0.6 -0.4 -0.1
0.4 -0.8 0.3
-0.4 -0.4 -0.1
0.1 0.4 -0.5
0.8 0.1 -0.7
-0.6 0.6 0.4
-0.3 0.2 -0.2
-0.2 0.7 0.4
0.0 0.1 0.2
0.3 -0.2 -0.5
-0.4 0.0 -0.2
0.5 0.0 0.3
0.1 -1.0 0.2
0.0 -0.2 -0.8
-0.1 0.9 0.0
-0.4 -0.1 -0.6
-0.2 -0.1 0.0
0.2 -0.6 -0.5
-0.2 -0.7 0.3
0.0 1.5 1.0
0.8 -0.7 0.0
-0.3 0.9 0.6
0.2 -0.1 0.4
0.2 -0.1 -0.1
0.0 0.2 0.2
0.0 0.2 0.2
-0.2 0.3 0.2
0.1 0.2 -0.4
-0.1 0.1 -0.1
-0.4 0.0 -0.1
0.1 0.1 0.3
-0.3 -0.2 0.0
0.3 -0.2 0.0
0.0 0.7 0.0
-0.1 0.2 -0.3
0.0 0.4 -0.1
0.2 0.1 -0.1
0.1 -0.2 -0.2
-0.1 -0.2 -0.5
0.0 0.4 -0.2
0.2 0.0 -0.1
-0.2 0.0 0.2
0.1 -0.1 0.2
-0.1 0.2 -0.3
0.0 0.2 -0.2
-0.1 -0.2 -0.1
0.3 0.0 0.0
-0.1 0.5 0.6
-0.1 0.0 0.6
0.2 -0.2 0.2
-0.2 -0.3 0.0
-0.3 0.1 0.1
0.4 0.0 -0.1
-0.3 0.3 0.0
0.1 -0.2 0.2
-0.2 0.3 0.3
-0.1 -0.1 0.3
-0.1 -0.1 -0.2
-0.1 0.4 0.1
-0.5 -0.1 0.2
-0.3 0.3 0.2

---

2.
The following is a quantum chemistry calculation of a cluster of 2 separate species, C5H11NS2 in total at a distorted geometry, from OMol25.

As for the HOMO energy: -8.40 eV. The spin multiplicity is 1. For the LUMO energy, the calculation gives 0.02 eV. As for the energy relative to the best compared isomer or geometry (same formula, charge and spin): 5.0805 eV.

Last column: natural (NBO) charge in e.
Geometry (Å):
S (2.0085, -0.7225, 0.4297)  0.271
S (0.9614, 2.0372, 0.0469)  0.048
N (-2.4119, 1.0951, -0.3808)  -0.806
C (-1.7146, -1.3246, -0.4895)  -0.632
C (3.4339, 0.0182, -0.5123)  -0.774
C (-1.8279, -0.0722, 0.3901)  -0.047
C (0.7827, 0.5746, 0.5527)  -0.293
C (-0.4690, 0.1854, 1.1799)  -0.502
H (3.7040, -1.0874, -1.0237)  0.243
H (4.1891, 0.6580, 0.0233)  0.254
H (-1.0822, -2.0922, -0.0218)  0.223
H (-0.1615, -0.7303, 1.7128)  0.209
H (-2.3879, -0.2703, 1.3999)  0.200
H (-1.8189, 2.3992, 0.0811)  0.354
H (-2.5792, -1.9023, -0.9013)  0.235
H (-0.6092, 0.8563, 1.9489)  0.234
H (3.0009, 0.3988, -1.5026)  0.249
H (-1.1784, -0.8998, -1.4418)  0.194
H (-1.8397, 0.8785, -1.4914)  0.341

Atomic forces in eV per Å
0.2 1.3 -0.2
0.9 3.1 -1.3
4.1 1.6 -1.9
1.0 0.5 -2.0
-1.3 -3.2 -2.7
-0.2 0.5 2.5
0.9 -1.8 -0.6
0.3 -3.0 -0.6
0.6 2.9 1.8
-0.9 -1.0 -0.7
0.0 0.4 -0.1
-0.9 -0.3 0.0
-0.2 0.3 -2.3
-1.7 -4.9 -1.7
0.1 1.1 0.7
-0.8 1.8 1.5
0.6 0.5 1.8
-0.6 -1.2 1.5
-2.1 1.6 4.2